{
  "formula": "C20H11CoNOS5",
  "method": "wB97M-V/def2-TZVPD",
  "total_charge": -1,
  "gap_ev": [6.155, 6.157],
  "lumo_ev": [2.07, 2.07],
  "symbols": ["Co", "S", "C", "C", "C", "C", "C", "C", "C", "C", "C", "N", "H", "H", "H", "H", "H", "H", "O", "C", "S", "C", "C", "S", "S", "S", "C", "C", "C", "C", "C", "C", "C", "C", "H", "H", "H", "H", "H"],
  "positions_angstrom": [[0.00, -0.14, 0.20], [4.00, 1.69, -0.02], [4.25, -0.01, -0.02], [3.10, -0.72, -0.12], [1.93, 0.10, -0.20], [2.27, 1.42, -0.15], [1.28, 2.47, -0.12], [1.56, 3.83, -0.07], [0.52, 4.73, 0.02], [-0.79, 4.25, 0.00], [-0.99, 2.89, -0.08], [0.01, 2.01, -0.13], [5.27, -0.38, 0.06], [3.08, -1.80, -0.14], [2.59, 4.17, -0.08], [0.71, 5.79, 0.10], [-1.63, 4.92, 0.04], [-1.99, 2.47, -0.11], [-4.94, -4.86, 0.21], [-4.06, -4.04, 0.09], [-2.34, -4.44, 0.07], [-1.72, -2.80, -0.13], [-2.65, -1.81, -0.21], [-2.29, -0.17, -0.48], [-4.34, -2.31, -0.07], [-0.04, -2.55, -0.23], [-0.03, -0.09, 2.08], [0.01, -0.04, 3.30], [0.02, -0.01, 4.72], [-0.23, -1.19, 5.45], [-0.24, -1.17, 6.83], [0.00, 0.02, 7.52], [0.25, 1.18, 6.81], [0.26, 1.17, 5.42], [-0.41, -2.10, 4.90], [-0.43, -2.08, 7.38], [0.00, 0.03, 8.60], [0.43, 2.11, 7.34], [0.45, 2.08, 4.86]],
  "lowdin_charge": [0.1330, 0.9821, -0.4328, -0.1966, -0.2223, -0.5146, -0.2716, -0.0285, -0.0704, -0.0651, -0.1234, 0.0590, 0.0548, 0.0896, 0.0943, 0.1038, 0.0986, 0.0702, -0.0966, -1.0564, 0.9290, -1.1717, -1.1710, 0.6047, 0.9297, 0.6139, -0.0477, -0.1091, -0.2638, -0.0407, -0.1030, -0.1198, -0.1078, -0.0491, 0.1141, 0.0947, 0.0894, 0.0928, 0.1081]
}

***

{
  "formula": "C20H12BrCl2F6OOsS",
  "method": "wB97M-V/def2-TZVPD",
  "multiplicity": 5,
  "total_charge": 1,
  "gap_ev": [7.790, 6.206],
  "lumo_ev": [-3.76, -5.70],
  "symbols": ["Os", "Br", "C", "C", "C", "C", "C", "C", "C", "C", "C", "C", "H", "H", "H", "H", "H", "H", "Cl", "C", "C", "C", "C", "C", "Cl", "C", "S", "H", "H", "H", "C", "C", "O", "C", "F", "F", "F", "C", "F", "F", "F", "H", "H", "H"],
  "positions_angstrom": [[-0.55, 0.01, -1.11], [2.20, 0.14, -1.78], [2.59, 0.30, 0.08], [3.91, 0.24, 0.45], [4.25, 0.43, 1.80], [3.27, 0.68, 2.73], [1.91, 0.74, 2.35], [0.91, 1.01, 3.31], [-0.41, 1.08, 2.96], [-0.79, 0.85, 1.63], [0.15, 0.57, 0.66], [1.54, 0.52, 0.99], [4.68, 0.07, -0.28], [5.28, 0.38, 2.10], [3.53, 0.84, 3.76], [1.21, 1.17, 4.33], [-1.17, 1.29, 3.70], [-1.85, 0.85, 1.38], [-0.80, 0.71, -3.80], [-0.84, 1.77, -2.39], [-2.01, 1.66, -1.61], [-2.25, 2.68, -0.63], [-1.36, 3.69, -0.45], [-0.21, 3.81, -1.26], [0.82, 5.13, -0.96], [0.07, 2.91, -2.31], [1.32, 3.13, -3.40], [-2.84, 1.06, -1.96], [-3.17, 2.64, -0.05], [-1.54, 4.46, 0.29], [-0.25, -4.25, -0.63], [-0.98, -2.92, -0.76], [-0.05, -1.88, -0.82], [-1.80, -2.91, -2.07], [-2.39, -1.68, -2.23], [-0.99, -3.06, -3.13], [-2.75, -3.82, -2.13], [-1.90, -2.72, 0.46], [-2.87, -3.63, 0.55], [-2.50, -1.49, 0.43], [-1.19, -2.75, 1.59], [0.38, -4.40, -1.51], [-0.94, -5.08, -0.54], [0.39, -4.21, 0.25]],
  "lowdin_charge": [1.4599, 0.9217, -0.5378, -0.0917, -0.0410, -0.0037, -0.1464, 0.0105, -0.0380, -0.0919, -0.2646, -0.1943, 0.1124, 0.1190, 0.1245, 0.1275, 0.1191, 0.0967, 0.7360, -0.8585, -0.2647, -0.0613, -0.0843, -0.6699, 0.7707, -0.8116, 0.7607, 0.1158, 0.1284, 0.1192, 0.0434, -0.4250, -0.2993, -0.5624, 0.0614, 0.1758, 0.2074, -0.5620, 0.1916, 0.1015, 0.1814, 0.1066, 0.1110, 0.1063]
}

***

{
  "formula": "C20H12BrF4LiN9P",
  "method": "wB97M-V/def2-TZVPD",
  "total_charge": -2,
  "gap_ev": [3.282, 3.284],
  "lumo_ev": [4.30, 4.30],
  "symbols": ["Li", "F", "C", "C", "F", "C", "F", "C", "P", "C", "C", "C", "C", "C", "C", "C", "C", "C", "C", "C", "C", "C", "Br", "C", "F", "H", "H", "H", "H", "H", "H", "H", "H", "H", "H", "N", "C", "N", "N", "N", "N", "C", "N", "N", "N", "N", "H", "H"],
  "positions_angstrom": [[1.88, 0.61, -0.26], [1.07, -6.24, -0.69], [0.77, -4.94, -0.67], [-0.52, -4.51, -0.90], [-1.48, -5.42, -1.14], [-0.84, -3.15, -0.89], [-2.12, -2.83, -1.10], [0.14, -2.17, -0.64], [-0.16, -0.37, -0.63], [-0.30, 0.05, 1.14], [-0.18, 1.40, 1.50], [-0.27, 1.80, 2.83], [-0.47, 0.85, 3.83], [-0.60, -0.49, 3.50], [-0.52, -0.89, 2.16], [-1.85, -0.14, -1.28], [-2.98, 0.00, -0.47], [-4.25, 0.18, -1.03], [-4.40, 0.25, -2.41], [-3.28, 0.13, -3.23], [-2.02, -0.06, -2.67], [1.46, -2.64, -0.40], [2.87, -1.42, -0.03], [1.76, -4.00, -0.42], [3.01, -4.42, -0.19], [-0.02, 2.16, 0.74], [-0.17, 2.85, 3.09], [-0.53, 1.16, 4.87], [-0.76, -1.23, 4.27], [-0.63, -1.95, 1.94], [-2.92, -0.05, 0.62], [-5.12, 0.28, -0.38], [-5.39, 0.39, -2.85], [-3.40, 0.18, -4.31], [-1.16, -0.15, -3.34], [2.94, 3.67, -0.13], [3.83, 2.66, 0.07], [5.15, 2.90, 0.32], [5.71, 1.68, 0.45], [4.75, 0.73, 0.29], [3.56, 1.34, 0.05], [1.61, 3.45, -0.38], [0.73, 4.46, -0.57], [-0.46, 3.85, -0.79], [-0.29, 2.51, -0.72], [1.02, 2.24, -0.46], [3.26, 4.61, -0.08], [1.57, 0.65, 1.38]],
  "lowdin_charge": [0.2477, 0.0975, -0.1557, -0.1513, 0.0932, -0.2004, 0.0904, -0.3096, 1.0496, -0.4635, -0.2150, -0.1366, -0.1421, -0.1442, -0.1571, -0.3662, -0.0695, -0.0937, -0.1192, -0.1059, -0.1014, -0.5387, 0.9034, -0.2612, 0.0588, -0.0037, 0.0884, 0.0766, 0.0715, 0.0853, 0.1057, 0.0925, 0.0863, 0.0889, 0.1002, 0.1189, -0.4810, -0.0359, -0.1439, -0.1749, -0.1745, -0.4428, -0.0111, -0.0827, -0.1413, -0.1515, 0.1208, -0.0011]
}

***

{
  "formula": "C20H12BrNO2Tb",
  "method": "wB97M-V/def2-TZVPD",
  "multiplicity": 7,
  "total_charge": 1,
  "gap_ev": [7.035, 7.084],
  "lumo_ev": [-4.17, -4.12],
  "symbols": ["Tb", "Br", "C", "C", "C", "C", "C", "C", "C", "C", "C", "C", "H", "H", "H", "H", "H", "H", "O", "C", "O", "C", "C", "C", "C", "C", "C", "C", "C", "C", "N", "H", "H", "H", "H", "H", "H"],
  "positions_angstrom": [[-0.13, -0.49, 1.34], [-0.94, -2.94, 0.40], [0.81, -3.36, -0.49], [0.78, -4.53, -1.18], [1.94, -4.95, -1.85], [3.07, -4.18, -1.78], [3.09, -2.96, -1.06], [4.27, -2.19, -1.00], [4.31, -1.02, -0.30], [3.16, -0.57, 0.37], [1.95, -1.25, 0.36], [1.93, -2.49, -0.37], [-0.12, -5.13, -1.21], [1.93, -5.88, -2.40], [3.98, -4.48, -2.28], [5.15, -2.56, -1.52], [5.22, -0.44, -0.25], [3.24, 0.37, 0.91], [-1.35, 1.20, 4.72], [-1.36, 0.79, 3.59], [-0.95, -0.38, 3.17], [-1.87, 1.72, 2.47], [-2.53, 2.91, 2.78], [-2.96, 3.72, 1.77], [-2.73, 3.35, 0.42], [-3.15, 4.13, -0.68], [-2.88, 3.71, -1.96], [-2.18, 2.51, -2.19], [-1.77, 1.74, -1.15], [-2.04, 2.14, 0.18], [-1.62, 1.35, 1.21], [-2.67, 3.15, 3.83], [-3.48, 4.64, 1.99], [-3.68, 5.05, -0.51], [-3.20, 4.31, -2.80], [-1.98, 2.20, -3.21], [-1.24, 0.80, -1.31]],
  "lowdin_charge": [1.6214, 0.7677, -0.4741, -0.1265, -0.0552, -0.0126, -0.1578, -0.0209, -0.0688, -0.1519, -0.2872, -0.2520, 0.1057, 0.1167, 0.1229, 0.1211, 0.1115, 0.0840, 0.1567, -0.5612, -0.2410, -0.1694, 0.0350, 0.0515, -0.1325, -0.0034, -0.0428, -0.0388, -0.0191, -0.1981, -0.0192, 0.1347, 0.1359, 0.1270, 0.1186, 0.1201, 0.1019]
}

***

{
  "formula": "C20H12Cl3FN3O5ReSbSe4",
  "method": "wB97M-V/def2-TZVPD",
  "total_charge": 1,
  "gap_ev": [6.233, 6.228],
  "lumo_ev": [-5.29, -5.30],
  "symbols": ["Re", "Cl", "C", "C", "C", "Cl", "C", "O", "C", "Cl", "C", "H", "H", "N", "C", "N", "C", "C", "C", "C", "C", "C", "H", "H", "H", "H", "H", "H", "F", "O", "C", "O", "C", "C", "C", "C", "C", "C", "N", "O", "O", "H", "H", "H", "H", "Se", "Sb", "Se", "Se", "Se"],
  "positions_angstrom": [[0.47, 0.23, -0.24], [-1.93, 0.67, 6.37], [-1.64, 0.32, 4.72], [-1.11, 1.30, 3.89], [-0.89, 0.98, 2.57], [-0.20, 2.16, 1.50], [-1.20, -0.27, 2.03], [-0.90, -0.58, 0.75], [-1.73, -1.23, 2.89], [-2.09, -2.79, 2.26], [-1.95, -0.94, 4.22], [-0.85, 2.27, 4.29], [-2.35, -1.70, 4.88], [-2.53, 2.18, -2.51], [-2.05, 1.44, -1.52], [-0.78, 1.13, -1.71], [-0.40, 1.73, -2.92], [0.80, 1.72, -3.62], [0.83, 2.39, -4.82], [-0.29, 3.05, -5.33], [-1.49, 3.07, -4.65], [-1.52, 2.39, -3.44], [-3.50, 2.45, -2.61], [-2.64, 1.11, -0.68], [1.68, 1.21, -3.23], [1.75, 2.40, -5.39], [-0.22, 3.56, -6.28], [-2.36, 3.57, -5.04], [1.83, 1.35, -0.77], [3.44, -1.17, 0.28], [2.91, -0.73, 1.27], [1.70, -0.17, 1.26], [3.53, -0.73, 2.63], [4.88, -1.00, 2.77], [5.46, -0.99, 4.03], [4.70, -0.72, 5.15], [3.35, -0.46, 4.99], [2.75, -0.45, 3.74], [2.52, -0.16, 6.16], [3.04, -0.22, 7.25], [1.35, 0.13, 5.97], [5.47, -1.22, 1.89], [6.52, -1.20, 4.14], [5.13, -0.71, 6.15], [1.70, -0.23, 3.66], [1.00, -1.85, -3.64], [-1.41, -2.25, -3.08], [1.19, -1.70, -1.23], [-2.68, -0.79, -4.37], [-1.80, -4.08, -1.69]],
  "lowdin_charge": [1.2944, 0.7678, -0.6593, -0.1034, -0.5356, 0.8394, -0.4009, -0.3354, -0.5760, 0.7748, -0.0914, 0.1247, 0.1219, 0.1497, -0.1663, -0.0956, -0.2490, -0.0459, -0.0474, -0.0518, 0.0001, -0.2269, 0.1792, 0.1480, 0.0876, 0.1165, 0.1156, 0.1227, -0.3821, 0.0188, -0.5316, -0.2888, -0.1072, 0.0165, -0.0295, 0.0250, -0.1193, 0.0695, -0.3406, 0.1090, 0.0522, 0.1291, 0.1178, 0.1275, 0.1164, 0.1600, 0.0332, 0.4188, 0.0865, 0.0612]
}

***

{
  "formula": "C20H12F12N2O5V",
  "method": "wB97M-V/def2-TZVPD",
  "multiplicity": 3,
  "total_charge": -1,
  "gap_ev": [7.047, 7.295],
  "lumo_ev": [2.75, 2.76],
  "symbols": ["V", "C", "C", "C", "C", "C", "N", "C", "C", "C", "C", "C", "C", "C", "C", "O", "C", "F", "F", "F", "C", "F", "F", "F", "C", "C", "C", "O", "C", "F", "F", "F", "C", "F", "F", "F", "H", "H", "H", "H", "H", "H", "H", "H", "H", "H", "H", "H", "O", "N", "O", "O"],
  "positions_angstrom": [[0.22, 0.00, -0.30], [-4.29, 5.03, -0.44], [-3.18, 4.08, -0.06], [-1.91, 4.54, 0.28], [-0.92, 3.65, 0.64], [-1.14, 2.27, 0.69], [-0.13, 1.38, 1.06], [0.69, 1.57, 2.15], [0.48, 2.63, 3.05], [1.35, 2.93, 4.08], [2.50, 2.17, 4.29], [3.50, 2.51, 5.36], [2.65, 1.06, 3.49], [1.76, 0.70, 2.47], [1.97, -0.71, 1.87], [1.08, -1.11, 0.91], [3.44, -0.88, 1.29], [4.09, 0.28, 1.15], [3.41, -1.45, 0.09], [4.22, -1.65, 2.08], [1.74, -1.76, 3.01], [0.49, -1.64, 3.46], [2.55, -1.66, 4.08], [1.88, -3.01, 2.53], [-2.40, 1.79, 0.25], [-3.39, 2.71, -0.08], [-2.65, 0.27, 0.13], [-1.60, -0.42, -0.43], [-2.99, -0.31, 1.53], [-3.50, -1.55, 1.46], [-1.91, -0.37, 2.31], [-3.90, 0.45, 2.18], [-3.85, -0.04, -0.82], [-3.90, -1.34, -1.13], [-5.05, 0.27, -0.30], [-3.73, 0.63, -1.98], [-3.98, 6.07, -0.30], [-4.58, 4.91, -1.48], [-5.18, 4.86, 0.17], [-1.69, 5.60, 0.26], [0.07, 4.02, 0.88], [-0.40, 3.25, 2.94], [1.13, 3.77, 4.72], [3.23, 3.43, 5.87], [3.57, 1.72, 6.10], [4.50, 2.65, 4.93], [3.50, 0.42, 3.68], [-4.37, 2.37, -0.37], [1.93, 2.49, -2.52], [1.42, 1.64, -1.84], [2.03, 1.05, -0.90], [0.22, 1.24, -2.01]],
  "lowdin_charge": [1.1391, -0.0596, -0.2719, -0.0417, -0.0260, -0.2165, -0.0365, -0.1883, -0.0233, -0.0523, -0.2814, -0.0634, -0.0064, -0.0584, -0.2984, -0.1933, -0.5336, 0.1508, 0.1509, 0.1334, -0.5490, 0.1670, 0.1347, 0.1520, -0.0444, 0.0131, -0.3049, -0.1848, -0.5414, 0.1555, 0.1750, 0.1476, -0.5513, 0.1565, 0.1322, 0.1578, 0.0674, 0.0774, 0.0759, 0.1072, 0.1196, 0.1006, 0.1051, 0.0659, 0.0742, 0.0741, 0.1230, 0.1149, 0.0996, -0.5335, -0.0464, -0.0640]
}